Entry from the OMol25 dataset: a single C7H14O2 molecule at a distorted geometry (ωB97M-V/def2-TZVPD).

As for the energy above the lowest of the compared OMol25 structures with the same formula, charge and spin: 105.7 kcal/mol. The largest force on an atom is 0.0488 hartree/bohr. For the LUMO energy (spin up / spin down), the calculation gives -0.384 / -0.381 eV. The calculation puts the energy at -425.4368 Ha.

ORCA input file:
```
! RIJCOSX wB97M-V def2-TZVPD def2/J DEFGRID3
* xyz 0 1
C -0.38 0.88 -0.49
C -0.41 -0.46 -0.18
C 1.32 -0.58 -0.21
C -1.51 -0.85 1.19
C -1.04 1.30 -1.77
C -0.08 1.96 0.49
C 1.64 -1.45 1.00
O -2.66 -0.65 0.65
O 1.71 -1.14 -1.43
H 1.33 -2.02 -1.51
H -0.75 -1.14 -0.96
H 1.87 0.36 -0.14
H -1.21 -1.89 1.44
H -1.19 -0.19 2.02
H -2.12 1.11 -1.64
H -0.89 2.35 -1.98
H -0.67 0.70 -2.60
H -1.04 2.34 0.88
H 0.49 1.61 1.34
H 0.43 2.80 0.01
H 1.27 -1.00 1.92
H 1.16 -2.43 0.91
H 2.72 -1.59 1.06
*
```